This record from the Open Molecules 2025 dataset describes 7 unconnected molecules or ions with the total composition C39H71I2N5O26P3S at a distorted geometry. The level of theory is the ωB97M-V functional and the def2-TZVPD basis.

ORCA input file:
```
! RIJCOSX wB97M-V def2-TZVPD def2/J DEFGRID3
* xyz 1 1
C 2.480 -2.960 1.511
C 2.865 -2.283 0.025
I 4.776 -1.348 0.256
C 1.569 -1.541 -0.584
I 1.268 -2.427 -2.618
C 1.326 0.043 -0.446
O 1.891 0.306 0.923
N 1.703 1.048 -1.555
C 3.196 1.409 -1.722
C 3.836 2.316 -0.543
S 5.207 3.364 -1.367
C 6.095 4.274 0.014
N 7.491 4.921 0.014
N 7.703 5.451 1.287
C 6.464 5.144 2.106
O 5.411 4.428 1.324
C 0.685 2.144 -1.958
C 0.035 1.713 -3.419
N 0.937 1.936 -4.607
C 1.220 3.666 -2.232
P -0.082 4.902 -2.882
O -1.584 4.562 -2.560
O 0.336 6.485 -2.192
O 0.000 5.162 -4.637
C -0.436 1.895 -0.740
P -0.514 3.445 0.355
O -1.960 3.590 1.291
O 0.942 3.764 1.238
C -0.279 0.382 -0.040
C -1.455 -0.439 -0.833
C -2.938 -0.504 -0.147
C -3.708 0.918 0.088
C -4.167 2.011 -1.036
C -4.948 3.390 -0.558
C -5.320 3.737 1.027
C -4.910 2.616 2.151
C -4.126 1.258 1.672
P -0.804 0.172 1.799
N -0.150 -1.331 2.528
O -0.089 1.414 2.852
H 1.421 -3.458 1.517
H 3.266 -3.851 1.629
H 2.691 -2.229 2.400
H 3.051 -3.258 -0.648
H 0.657 -2.047 0.013
H 1.775 1.297 1.036
H 1.635 0.496 -2.465
H 3.388 2.011 -2.738
H 3.723 0.376 -1.940
H 3.121 3.087 -0.026
H 4.318 1.682 0.346
H 6.292 5.419 3.240
H -0.986 2.283 -3.660
H -0.271 0.560 -3.477
H 0.622 2.704 -5.236
H 1.947 1.984 -4.367
H 1.719 4.187 -1.280
H 2.091 3.711 -3.049
H -0.104 6.570 -1.296
H -0.661 4.527 -5.080
H -1.425 2.043 -1.394
H -1.903 3.167 2.196
H 0.945 4.776 1.371
H -1.184 -1.589 -1.020
H -1.663 -0.038 -1.940
H -3.025 -1.265 0.771
H -3.609 -1.051 -0.979
H -3.915 1.784 -2.180
H -5.261 4.228 -1.346
H -5.865 4.725 1.367
H -5.143 2.734 3.311
H -3.843 0.470 2.512
H 0.818 -1.222 2.883
H -0.308 -2.174 1.951
H 0.783 1.048 3.231
C -5.893 -1.572 -4.407
O -4.940 -1.941 -5.401
C -3.662 -1.592 -5.106
O -3.292 -1.011 -4.097
O -2.868 -2.000 -6.127
C -1.485 -1.697 -5.953
H -6.880 -1.899 -4.747
H -5.674 -2.069 -3.457
H -5.917 -0.485 -4.280
H -1.089 -2.200 -5.064
H -1.332 -0.615 -5.887
H -0.944 -2.068 -6.828
C 10.791 -4.066 3.813
O 10.401 -2.695 3.770
C 9.115 -2.493 3.387
O 8.309 -3.362 3.091
O 8.880 -1.156 3.390
C 7.556 -0.792 3.005
H 11.836 -4.110 4.131
H 10.186 -4.618 4.540
H 10.714 -4.521 2.820
H 6.822 -1.212 3.700
H 7.350 -1.115 1.979
H 7.481 0.298 3.043
C -11.088 0.633 -5.754
O -10.378 1.051 -6.919
C -9.176 0.444 -7.088
O -8.685 -0.394 -6.347
O -8.615 0.930 -8.223
C -7.337 0.377 -8.530
H -12.033 1.182 -5.719
H -11.313 -0.437 -5.802
H -10.518 0.871 -4.849
H -7.412 -0.704 -8.689
H -6.618 0.604 -7.737
H -6.983 0.837 -9.457
C -9.839 4.933 5.535
O -9.270 6.222 5.317
C -8.330 6.260 4.339
O -7.957 5.312 3.666
O -7.878 7.536 4.239
C -6.876 7.727 3.242
H -10.577 5.020 6.337
H -10.350 4.579 4.633
H -9.070 4.220 5.850
H -7.269 7.485 2.249
H -5.989 7.126 3.465
H -6.588 8.781 3.250
C 7.104 -3.934 6.323
O 7.220 -4.407 7.664
C 7.870 -5.591 7.784
O 8.340 -6.248 6.867
O 7.908 -5.920 9.100
C 8.568 -7.153 9.378
H 6.568 -2.981 6.346
H 8.094 -3.761 5.888
H 6.529 -4.638 5.713
H 9.616 -7.109 9.065
H 8.051 -7.986 8.891
H 8.538 -7.315 10.459
C -0.151 -6.570 -2.658
O 0.453 -7.650 -1.948
C 1.269 -7.266 -0.935
O 1.510 -6.115 -0.605
O 1.771 -8.383 -0.351
C 2.653 -8.130 0.740
H -0.781 -6.993 -3.445
H -0.784 -5.976 -1.991
H 0.613 -5.943 -3.129
H 2.132 -7.598 1.543
H 3.529 -7.565 0.405
H 2.994 -9.093 1.130
*
```

Properties
E_HOMO	-0.3665	Eh
largest force on an atom	0.146	hartree/bohr
gap between HOMO and LUMO	6.869	eV



This record from the Open Molecules 2025 dataset describes 10 unconnected molecules or ions with the total composition C22H63N11O14 at a distorted geometry. The level of theory is the ωB97M-V functional and the def2-TZVPD basis.

ORCA input file:
```
! RIJCOSX wB97M-V def2-TZVPD def2/J DEFGRID3
* xyz 1 2
C -1.872 2.331 -4.130
C -2.397 2.501 -2.710
C -3.077 3.947 -2.628
C -4.391 4.094 -3.408
C -5.303 3.014 -2.897
C -4.718 1.551 -2.831
N -3.368 1.457 -2.334
O -2.818 0.178 -2.604
C -5.492 0.822 -1.663
C -4.930 0.823 -4.146
C -1.144 2.672 -1.795
H -1.132 3.111 -4.314
H -2.513 2.453 -5.003
H -1.378 1.370 -4.272
H -3.102 4.469 -1.672
H -2.379 4.638 -3.101
H -4.277 3.996 -4.488
H -4.697 5.137 -3.337
H -6.265 3.123 -3.398
H -5.399 3.392 -1.880
H -6.576 0.930 -1.692
H -5.204 -0.229 -1.656
H -5.220 1.145 -0.659
H -4.991 -0.251 -3.971
H -5.858 1.223 -4.554
H -4.050 1.063 -4.743
H -0.537 3.508 -2.141
H -0.488 1.806 -1.884
H -1.390 2.757 -0.736
H -3.043 -0.454 -1.918
C -2.339 0.159 3.281
C -1.818 1.442 2.560
O -0.382 1.678 2.733
O -2.539 0.520 4.591
H -1.804 -0.791 3.302
H -3.322 -0.032 2.850
H -2.380 2.353 2.765
H -1.945 1.456 1.478
H 0.093 1.049 2.183
H -1.655 0.725 4.902
C 0.410 -0.970 -3.909
C 0.591 -2.345 -3.218
O 1.965 -2.807 -3.366
O 1.121 -0.096 -3.083
H -0.583 -0.652 -4.228
H 0.990 -1.021 -4.830
H -0.144 -3.100 -3.496
H 0.368 -2.224 -2.158
H 2.508 -2.020 -3.279
H 2.043 -0.347 -2.988
C -4.771 -3.009 2.241
C -4.045 -2.933 0.838
O -2.712 -3.461 0.678
O -3.849 -3.061 3.303
H -5.417 -3.872 2.081
H -5.427 -2.178 2.500
H -4.035 -1.940 0.390
H -4.504 -3.587 0.096
H -2.329 -3.354 1.552
H -4.408 -3.395 4.008
C 2.119 -1.708 1.412
C 0.625 -1.586 0.919
O 0.364 -0.136 0.841
O 2.895 -1.031 0.532
H 2.321 -2.763 1.596
H 2.239 -1.261 2.399
H -0.131 -2.021 1.574
H 0.447 -2.022 -0.063
H 0.738 0.241 0.042
H 2.891 -0.111 0.805
C 0.718 0.875 5.920
O -0.413 0.733 6.374
N 1.346 -0.081 5.278
N 1.283 2.023 5.811
H 2.259 0.160 4.921
H 1.059 -1.046 5.364
H 0.840 2.859 6.164
H 2.157 2.149 5.320
C 6.341 -2.067 1.066
O 6.154 -2.289 -0.056
N 7.532 -2.004 1.496
N 5.372 -1.984 1.936
H 7.733 -1.832 2.471
H 8.181 -2.002 0.722
H 4.520 -2.405 1.592
H 5.605 -1.902 2.915
C 4.619 0.400 -2.741
O 3.829 -0.445 -3.166
N 5.240 1.356 -3.417
N 4.981 0.379 -1.470
H 6.020 1.734 -2.900
H 5.230 1.435 -4.424
H 4.409 -0.221 -0.892
H 5.926 0.646 -1.238
C 2.547 -4.425 3.815
O 2.309 -3.903 4.956
N 1.681 -5.121 3.183
N 3.707 -4.225 3.253
H 1.737 -5.338 2.198
H 0.804 -5.270 3.661
H 4.372 -3.795 3.881
H 3.749 -4.533 2.292
C 2.771 2.607 0.282
O 2.780 1.762 1.192
N 1.846 2.709 -0.628
N 3.694 3.483 -0.118
H 2.040 3.260 -1.452
H 0.962 2.301 -0.359
H 3.376 3.984 -0.935
H 4.500 3.666 0.461
*
```

Properties
E_HOMO (spin up / spin down)	-0.3913 / -0.3913	Eh
largest force on an atom	0.146	hartree/bohr
gap between HOMO and LUMO (spin up / spin down)	8.330 / 3.708	eV



This record from the Open Molecules 2025 dataset describes a molecular structure, C39H43N5O5RuS3. The level of theory is the ωB97M-V functional and the def2-TZVPD basis.

ORCA input file:
```
! RIJCOSX wB97M-V def2-TZVPD def2/J DEFGRID3
* xyz 1 6
Ru 0.872 -0.221 0.062
O -5.776 -1.829 2.091
C -5.494 -0.713 1.629
O -6.125 0.347 1.519
C -4.017 -0.603 1.155
C -3.520 0.579 0.629
C -2.210 0.622 0.186
N -1.404 -0.445 0.261
C -1.879 -1.598 0.758
C -3.179 -1.708 1.207
C -0.947 -2.753 0.724
C -1.324 -4.023 1.153
C -0.442 -5.076 0.993
C 0.786 -4.847 0.387
C 1.096 -3.555 0.007
N 0.264 -2.531 0.200
C -1.638 1.803 -0.509
C -2.257 3.046 -0.544
C -1.690 4.044 -1.317
C -0.534 3.780 -2.037
C 0.034 2.525 -1.928
N -0.501 1.567 -1.174
H -4.209 1.410 0.563
H -3.619 -2.614 1.602
H -2.297 -4.185 1.592
H -0.719 -6.070 1.319
H 1.491 -5.647 0.212
H 2.033 -3.307 -0.473
H -3.163 3.224 0.015
H -2.155 5.020 -1.366
H -0.078 4.530 -2.669
H 0.941 2.254 -2.455
O 0.203 -0.609 2.480
S -0.192 -0.845 3.913
C 0.933 -2.106 4.584
C 2.381 -1.717 4.831
C 3.165 -1.317 3.581
C 3.529 -2.541 2.757
S 4.098 -2.163 1.093
O 3.020 -1.331 0.450
C 5.442 -1.080 1.533
C 5.301 0.284 1.384
C 6.361 1.112 1.728
C 7.540 0.566 2.212
C 7.673 -0.812 2.343
C 6.624 -1.647 1.994
C 0.375 0.559 4.852
C 1.234 1.470 4.263
C 1.687 2.543 5.020
C 1.276 2.692 6.337
C 0.397 1.778 6.906
C -0.066 0.705 6.160
H 0.827 -2.919 3.858
H 0.455 -2.446 5.505
H 2.862 -2.581 5.302
H 2.421 -0.918 5.571
H 4.072 -0.786 3.872
H 2.581 -0.635 2.961
H 2.675 -3.206 2.602
H 4.327 -3.133 3.213
H 4.370 0.675 1.004
H 6.265 2.184 1.614
H 8.366 1.212 2.479
H 8.599 -1.238 2.706
H 6.734 -2.722 2.070
H 1.517 1.334 3.227
H 2.358 3.268 4.577
H 1.629 3.531 6.921
H 0.063 1.908 7.926
H -0.768 0.000 6.591
S 1.637 -0.797 -2.340
C 0.153 -1.513 -2.877
N 0.175 -2.762 -3.336
C -1.020 -3.530 -3.695
C -2.226 -2.947 -2.978
C -2.277 -1.446 -3.201
N -0.994 -0.862 -2.822
H 1.082 -3.198 -3.381
H -0.853 -4.561 -3.388
H -1.156 -3.518 -4.778
H -2.159 -3.156 -1.906
H -3.137 -3.413 -3.348
H -3.052 -0.977 -2.597
H -2.482 -1.219 -4.250
H -0.945 0.062 -2.414
C 3.274 2.713 -0.385
C 2.485 2.501 0.904
C 1.673 3.738 1.259
O 1.609 1.398 0.789
H 4.176 3.299 -0.194
H 2.679 3.260 -1.116
H 3.574 1.762 -0.827
H 3.181 2.279 1.726
H 0.995 3.981 0.439
H 2.329 4.595 1.427
H 1.078 3.574 2.156
*
```

Properties
E_HOMO (spin up / spin down)	-0.3592 / -0.3592	Eh
largest force on an atom	0.009	hartree/bohr
gap between HOMO and LUMO (spin up / spin down)	6.810 / 5.785	eV



This record from the Open Molecules 2025 dataset describes a molecular structure, C9H12N3NiO2S at a distorted geometry. The level of theory is the ωB97M-V functional and the def2-TZVPD basis.

ORCA input file:
```
! RIJCOSX wB97M-V def2-TZVPD def2/J DEFGRID3
* xyz 0 4
Ni 0.208 0.055 -0.483
O -1.318 0.063 0.717
N -2.427 -0.590 0.290
C -3.467 -0.778 1.190
C -4.634 -1.339 0.776
C -4.797 -1.762 -0.560
C -3.686 -1.650 -1.429
C -2.513 -1.090 -1.004
S -1.072 -0.989 -1.981
H -3.264 -0.433 2.192
H -5.432 -1.473 1.495
H -5.729 -2.192 -0.898
H -3.733 -2.016 -2.446
C 3.564 0.904 -2.198
C 2.664 1.710 -1.313
N 3.211 2.771 -0.679
O 1.481 1.438 -1.149
H 4.603 0.973 -1.883
H 3.481 1.276 -3.220
H 3.240 -0.134 -2.189
H 4.087 3.138 -1.011
H 2.569 3.420 -0.249
C 2.309 -0.095 3.122
C 1.887 -0.446 1.785
N 1.536 -0.754 0.738
H 2.173 0.975 3.278
H 3.358 -0.349 3.264
H 1.700 -0.634 3.847
*
```

Properties
E_HOMO (spin up / spin down)	-0.1211 / -0.2475	Eh
largest force on an atom	0.038	hartree/bohr
gap between HOMO and LUMO (spin up / spin down)	3.118 / 6.551	eV



This record from the Open Molecules 2025 dataset describes a molecular structure, C15H24Br15F3N2O4 at a distorted geometry. The level of theory is the ωB97M-V functional and the def2-TZVPD basis.

ORCA input file:
```
! RIJCOSX wB97M-V def2-TZVPD def2/J DEFGRID3
* xyz 0 1
C -1.586 1.878 3.700
C -1.324 1.860 5.184
O -2.097 1.314 5.958
N -0.175 2.421 5.630
C 0.719 3.322 4.921
H -1.758 2.903 3.372
H -2.527 1.363 3.533
H -0.762 1.394 3.182
H 0.041 2.332 6.609
H 1.740 2.943 5.008
H 0.662 4.333 5.324
H 0.498 3.348 3.858
C 3.245 -3.692 -1.982
C 2.846 -3.557 -0.513
O 1.658 -3.498 -0.211
N 3.848 -3.457 0.363
C 3.628 -3.144 1.771
H 4.262 -4.062 -2.148
H 3.256 -2.679 -2.390
H 2.600 -4.375 -2.524
H 4.779 -3.324 0.009
H 4.500 -2.742 2.275
H 3.390 -4.090 2.268
H 2.747 -2.517 1.895
C -0.432 -0.595 -2.789
C 0.337 -0.534 -1.485
O -0.260 0.535 -0.708
C 0.370 1.691 -0.695
O 1.473 1.894 -1.081
C -0.491 2.776 -0.011
F -1.658 2.279 0.416
F 0.167 3.259 1.049
F -0.763 3.778 -0.851
H -1.487 -0.727 -2.545
H -0.053 -1.372 -3.444
H -0.424 0.409 -3.213
H 1.382 -0.321 -1.718
H 0.298 -1.414 -0.846
C 2.303 0.552 -5.446
Br 0.439 0.724 -6.007
Br 2.634 -1.253 -4.711
Br 2.875 1.804 -4.062
H 2.857 0.738 -6.354
C -2.984 5.489 2.301
Br -1.942 5.976 3.909
Br -4.134 6.937 1.666
Br -4.139 3.966 2.745
H -2.275 5.251 1.523
C -0.366 -2.928 2.074
Br -1.725 -4.271 1.659
Br 0.542 -3.200 3.766
Br -1.125 -1.130 1.869
H 0.401 -2.990 1.310
C -1.453 -4.716 -2.117
Br 0.033 -4.400 -3.388
Br -2.617 -6.121 -2.884
Br -2.493 -3.164 -1.639
H -1.016 -5.161 -1.234
C -3.626 1.517 -4.527
Br -2.309 2.631 -3.638
Br -5.027 2.518 -5.428
Br -4.442 0.292 -3.261
H -3.062 1.010 -5.297
*
```

Properties
E_HOMO	-0.3387	Eh
largest force on an atom	0.026	hartree/bohr
gap between HOMO and LUMO	8.697	eV



This record from the Open Molecules 2025 dataset describes a single C3H8OS molecule at a distorted geometry. The level of theory is the ωB97M-V functional and the def2-TZVPD basis.

ORCA input file:
```
! RIJCOSX wB97M-V def2-TZVPD def2/J DEFGRID3
* xyz 0 1
O -0.360 -0.922 2.233
C -0.612 -0.006 1.104
C 0.165 -0.527 -0.045
C 0.107 0.180 -1.390
S 0.055 1.932 -1.409
H 0.198 -1.547 1.797
H -1.708 0.065 0.925
H -0.229 0.970 1.298
H -0.052 -1.636 -0.029
H 1.214 -0.411 0.470
H 0.796 -0.172 -2.172
H -0.914 -0.059 -1.725
H 1.338 2.132 -1.056
*
```

Properties
E_HOMO	-0.3443	Eh
largest force on an atom	0.067	hartree/bohr
SMILES	OCCCS
gap between HOMO and LUMO	10.189	eV